No. 1
C36H32BrP2Rh | ωB97M-V/def2-TZVPD

Multiplicity: 5
E_LUMO (spin up / spin down) in eV: -5.60 / -10.14
HOMO-LUMO gap (spin up / spin down) in eV: 8.351 / 4.306
HOMO (spin up / spin down) in eV: -13.955 / -14.449
Max |F| in eV/A: 6.1
Net charge: +2
Expectation value of S²: 6.020

The geometry in XYZ format:
```
72
Properties=species:S:1:pos:R:3:mulliken_charge:R:1
C 0.604 -1.260 -2.018 0.21
C -0.381 -1.689 -1.141 0.44
C -1.692 -1.836 -1.609 -0.55
C -2.021 -1.553 -2.933 -0.70
C -1.005 -1.213 -3.830 -0.71
C 0.316 -1.119 -3.362 -1.57
P 0.063 -1.908 0.596 1.29
C -1.209 -3.123 1.109 0.43
C -2.197 -2.547 1.912 -0.06
C -3.255 -3.346 2.355 -0.71
C -3.353 -4.677 1.957 -0.56
C -2.364 -5.238 1.135 -0.75
C -1.283 -4.462 0.676 -0.23
Rh 0.141 0.007 1.533 -0.39
P -0.004 1.923 0.567 1.24
C -1.336 1.895 -0.681 0.91
C -1.213 2.228 -2.041 -0.51
C -2.366 2.205 -2.840 -0.70
C -3.604 1.846 -2.305 -0.59
C -3.696 1.469 -0.966 -0.87
C -2.568 1.490 -0.157 -0.55
C -0.289 3.265 1.781 1.00
C 0.514 3.334 2.935 -0.34
C 0.398 4.424 3.793 -0.77
C -0.570 5.403 3.592 -0.55
C -1.473 5.234 2.542 -0.55
C -1.363 4.182 1.622 -0.42
C 1.610 2.225 -0.226 0.53
C 2.615 1.267 -0.038 -0.51
C 3.887 1.515 -0.572 -0.77
C 4.100 2.614 -1.410 -0.61
C 3.075 3.549 -1.599 -0.70
C 1.847 3.416 -0.944 -0.40
C 1.661 -2.800 0.684 0.67
C 2.123 -3.557 -0.400 -0.28
C 3.310 -4.281 -0.270 -0.81
C 4.080 -4.148 0.891 -0.56
C 3.639 -3.343 1.942 -0.77
C 2.397 -2.719 1.864 -0.18
H 1.173 2.489 3.169 0.17
H 1.147 4.582 4.558 0.40
H -0.656 6.235 4.286 0.42
H -2.273 5.958 2.448 0.42
H -2.058 4.166 0.784 0.37
H -0.240 2.477 -2.470 0.62
H -2.300 2.438 -3.904 0.44
H -4.501 1.844 -2.920 0.43
H -4.632 1.144 -0.533 0.47
H -2.565 1.133 0.879 0.38
H 2.312 0.392 0.555 0.54
H 4.695 0.827 -0.316 0.45
H 5.053 2.720 -1.922 0.44
H 3.253 4.407 -2.245 0.45
H 1.113 4.214 -0.958 0.51
H 1.577 -3.602 -1.346 0.44
H 3.660 -4.932 -1.068 0.44
H 5.051 -4.642 0.979 0.42
H 4.226 -3.224 2.845 0.46
H 1.975 -2.115 2.666 0.14
H -2.084 -1.495 2.203 0.15
H -3.970 -2.898 3.039 0.42
H -4.214 -5.273 2.308 0.39
H -2.452 -6.290 0.880 0.44
H -0.541 -4.937 0.028 0.45
H -2.456 -2.146 -0.893 0.41
H -3.060 -1.604 -3.252 0.51
H -1.272 -1.042 -4.864 0.50
H 1.240 -0.924 -3.903 0.72
H 1.629 -1.001 -1.694 0.54
H 0.534 1.450 -3.891 0.26
H 1.151 1.174 -3.502 -0.16
Br 0.349 -0.194 3.912 -0.14
```

=====

No. 2
C24H16AlF6IO3PS | ωB97M-V/def2-TZVPD

ΔE to the lowest compared entry with this formula, charge and spin in kcal per mole: 0.00
E_LUMO in eV: -4.34
HOMO-LUMO gap in eV: 7.488
HOMO in eV: -11.831
Max |F| in eV/A: 3.1
Net charge: +1

The geometry in XYZ format:
```
53
Properties=species:S:1:pos:R:3:mulliken_charge:R:1
Al 6.871 9.922 10.027 0.71
I 7.435 8.406 12.105 0.02
C 9.309 9.534 12.719 -0.38
C 9.244 9.886 14.058 -0.57
C 10.459 10.129 14.777 -0.86
C 11.656 10.100 14.110 -0.84
C 11.739 9.803 12.748 0.93
C 13.003 9.739 12.146 -0.72
C 13.119 9.415 10.810 -1.15
C 11.936 9.378 10.033 -0.42
C 10.643 9.441 10.576 0.70
P 9.326 9.503 9.284 1.07
C 9.797 8.096 8.257 0.56
C 10.266 8.125 6.951 -0.15
C 10.392 6.947 6.246 -0.72
C 10.106 5.709 6.825 -0.56
C 9.759 5.648 8.153 -0.70
C 9.607 6.846 8.884 -0.75
C 9.770 10.969 8.260 0.55
C 10.605 12.045 8.644 -0.27
C 10.777 13.159 7.831 -0.73
C 10.014 13.309 6.698 -0.48
C 9.191 12.282 6.281 -1.07
C 9.115 11.105 7.029 -0.61
C 10.530 9.588 12.001 0.82
H 8.314 9.968 14.547 0.54
H 10.381 10.450 15.807 0.41
H 12.586 10.191 14.629 0.42
H 13.836 9.897 12.805 0.43
H 14.081 9.267 10.343 0.44
H 11.990 9.252 8.953 0.37
H 10.480 9.028 6.418 0.56
H 10.715 7.009 5.200 0.40
H 10.270 4.807 6.243 0.40
H 9.581 4.723 8.653 0.46
H 9.367 6.812 9.951 0.23
H 11.126 12.050 9.610 0.37
H 11.505 13.957 8.110 0.37
H 10.082 14.215 6.112 0.44
H 8.649 12.394 5.370 0.51
H 8.510 10.309 6.634 0.53
F 6.808 8.365 7.359 -0.21
C 5.880 9.006 8.156 0.47
F 5.392 10.026 7.316 -0.25
F 4.893 8.060 8.390 -0.24
F 6.316 12.995 7.839 -0.16
C 5.799 13.484 9.045 0.58
F 6.320 14.714 9.320 -0.17
F 4.442 13.593 8.866 -0.18
S 6.106 12.267 10.525 1.17
O 7.549 11.800 10.365 -0.43
O 5.715 13.022 11.697 -0.50
O 5.333 10.915 10.309 -0.33
```

=====

No. 3
C6H9ClS | ωB97M-V/def2-TZVPD

ΔE to the lowest compared entry with this formula, charge and spin in kcal per mole: 5.47
E_LUMO in eV: 0.77
HOMO-LUMO gap in eV: 9.814
HOMO in eV: -9.042
Max |F| in eV/A: 2.4
Structure (SMILES): SC1(CCl)CC=CC1

The geometry in XYZ format:
```
17
Properties=species:S:1:pos:R:3:mulliken_charge:R:1
C 0.332 -0.327 0.183 0.59
C 1.716 -0.605 -0.521 -0.82
C -0.978 -0.865 -0.522 -0.91
C -1.957 0.307 -0.320 -0.20
C -1.392 1.407 0.207 -0.57
C 0.160 1.195 0.359 -0.77
H 1.353 -0.415 2.320 0.12
H 2.538 -0.096 -0.042 0.46
H 1.638 -0.143 -1.512 0.38
H -1.419 -1.813 -0.087 0.33
H -0.821 -1.044 -1.622 0.28
H -3.032 0.171 -0.598 0.36
H -1.911 2.312 0.445 0.44
H 0.661 1.636 1.216 0.44
H 0.661 1.646 -0.542 0.26
S 0.284 -1.049 1.838 -0.20
Cl 2.167 -2.317 -0.802 -0.20
```

=====

Please write out number 1 again, unchanged.
C36H32BrP2Rh | ωB97M-V/def2-TZVPD

Multiplicity: 5
E_LUMO (spin up / spin down) in eV: -5.60 / -10.14
HOMO-LUMO gap (spin up / spin down) in eV: 8.351 / 4.306
HOMO (spin up / spin down) in eV: -13.955 / -14.449
Max |F| in eV/A: 6.1
Net charge: +2
Expectation value of S²: 6.020

The geometry in XYZ format:
```
72
Properties=species:S:1:pos:R:3:mulliken_charge:R:1
C 0.604 -1.260 -2.018 0.21
C -0.381 -1.689 -1.141 0.44
C -1.692 -1.836 -1.609 -0.55
C -2.021 -1.553 -2.933 -0.70
C -1.005 -1.213 -3.830 -0.71
C 0.316 -1.119 -3.362 -1.57
P 0.063 -1.908 0.596 1.29
C -1.209 -3.123 1.109 0.43
C -2.197 -2.547 1.912 -0.06
C -3.255 -3.346 2.355 -0.71
C -3.353 -4.677 1.957 -0.56
C -2.364 -5.238 1.135 -0.75
C -1.283 -4.462 0.676 -0.23
Rh 0.141 0.007 1.533 -0.39
P -0.004 1.923 0.567 1.24
C -1.336 1.895 -0.681 0.91
C -1.213 2.228 -2.041 -0.51
C -2.366 2.205 -2.840 -0.70
C -3.604 1.846 -2.305 -0.59
C -3.696 1.469 -0.966 -0.87
C -2.568 1.490 -0.157 -0.55
C -0.289 3.265 1.781 1.00
C 0.514 3.334 2.935 -0.34
C 0.398 4.424 3.793 -0.77
C -0.570 5.403 3.592 -0.55
C -1.473 5.234 2.542 -0.55
C -1.363 4.182 1.622 -0.42
C 1.610 2.225 -0.226 0.53
C 2.615 1.267 -0.038 -0.51
C 3.887 1.515 -0.572 -0.77
C 4.100 2.614 -1.410 -0.61
C 3.075 3.549 -1.599 -0.70
C 1.847 3.416 -0.944 -0.40
C 1.661 -2.800 0.684 0.67
C 2.123 -3.557 -0.400 -0.28
C 3.310 -4.281 -0.270 -0.81
C 4.080 -4.148 0.891 -0.56
C 3.639 -3.343 1.942 -0.77
C 2.397 -2.719 1.864 -0.18
H 1.173 2.489 3.169 0.17
H 1.147 4.582 4.558 0.40
H -0.656 6.235 4.286 0.42
H -2.273 5.958 2.448 0.42
H -2.058 4.166 0.784 0.37
H -0.240 2.477 -2.470 0.62
H -2.300 2.438 -3.904 0.44
H -4.501 1.844 -2.920 0.43
H -4.632 1.144 -0.533 0.47
H -2.565 1.133 0.879 0.38
H 2.312 0.392 0.555 0.54
H 4.695 0.827 -0.316 0.45
H 5.053 2.720 -1.922 0.44
H 3.253 4.407 -2.245 0.45
H 1.113 4.214 -0.958 0.51
H 1.577 -3.602 -1.346 0.44
H 3.660 -4.932 -1.068 0.44
H 5.051 -4.642 0.979 0.42
H 4.226 -3.224 2.845 0.46
H 1.975 -2.115 2.666 0.14
H -2.084 -1.495 2.203 0.15
H -3.970 -2.898 3.039 0.42
H -4.214 -5.273 2.308 0.39
H -2.452 -6.290 0.880 0.44
H -0.541 -4.937 0.028 0.45
H -2.456 -2.146 -0.893 0.41
H -3.060 -1.604 -3.252 0.51
H -1.272 -1.042 -4.864 0.50
H 1.240 -0.924 -3.903 0.72
H 1.629 -1.001 -1.694 0.54
H 0.534 1.450 -3.891 0.26
H 1.151 1.174 -3.502 -0.16
Br 0.349 -0.194 3.912 -0.14
```